ORCA calculation (ωB97M-V with the def2-TZVPD basis set) on a molecular structure, C10H12B2F10IrN5O8S2 in a non-equilibrium geometry.

CARTESIAN COORDINATES (ANGSTROEM)
Ir -0.4541 0.1085 0.7132
C -2.8907 -2.3745 -1.5164
C -2.0947 -1.2249 -1.0901
N -1.0961 -1.4372 -0.1835
O -0.5190 -2.5729 -0.2417
B 0.6483 -2.9046 0.7829
F 1.0456 -4.1311 0.4916
F 0.2069 -2.5907 2.0178
O 1.7139 -1.9221 0.3037
N 1.4307 -0.6415 0.3814
C 2.4198 0.1929 0.4189
C 3.8450 -0.2125 0.3639
C 1.9933 1.5907 0.5162
N 0.7104 1.7251 0.6650
O 0.0938 2.8997 0.5470
B -0.2097 3.1459 -0.9273
F 0.8450 2.7399 -1.6890
F -0.7252 4.3495 -1.0935
O -1.3753 2.1323 -1.2458
N -1.3231 0.8893 -0.9962
C -2.2418 0.1158 -1.5443
C -3.2775 0.5795 -2.5007
C 2.9312 2.7242 0.4500
H -2.2152 -3.1889 -1.8008
H -3.4650 -2.7529 -0.6592
H -3.5689 -2.1128 -2.3226
H 3.9426 -1.2380 0.0228
H 4.3932 0.4541 -0.3017
H 4.2911 -0.1384 1.3597
H -3.2885 1.6633 -2.5643
H -3.0787 0.1729 -3.4953
H -4.2595 0.2265 -2.1838
H 3.8157 2.5136 1.0511
H 3.2531 2.8363 -0.5910
H 2.4603 3.6496 0.7690
F -0.1484 2.6849 3.4400
C -1.1327 2.0959 4.0916
F -0.7665 1.7271 5.2836
F -2.2080 2.8336 4.1016
S -1.5371 0.5264 3.1188
O -1.9886 0.9477 1.7091
O -0.1586 -0.0859 2.7250
N -2.4667 -0.2246 4.0138
S -3.0831 -1.7089 3.4509
O -2.5644 -1.9071 2.1210
O -4.4655 -1.7610 3.7168
C -2.1831 -2.8484 4.6305
F -0.8969 -2.5384 4.6240
F -2.3690 -4.0744 4.1967
F -2.6936 -2.6765 5.8269

Calculated values
Multiplicity: 1
Kohn-Sham gap (spin up / spin down) in eV: 5.644 / 5.644
Total charge: +2
Lowest unoccupied orbital energy (spin up / spin down) in eV: -11.36 / -11.36


ORCA calculation (ωB97M-V with the def2-TZVPD basis set) on a molecular structure, C7H14CaF8N4O22S8 in a non-equilibrium geometry.

CARTESIAN COORDINATES (ANGSTROEM)
Ca -0.9061 0.3556 -0.1602
N 2.3855 3.1903 -2.0826
S 2.9025 1.8522 -1.5493
O 1.9963 0.7258 -1.4895
O 4.0777 1.8869 -0.6155
F 3.6676 1.4482 -2.8863
S 1.5310 3.4044 -0.6467
O 2.3820 3.8028 0.4457
O 0.2955 2.6685 -0.4345
F 0.9307 4.9124 -1.0330
N -1.7231 0.4904 1.8656
S -1.9592 2.0346 2.6675
O -0.8754 2.8315 3.1780
O -3.2406 2.1915 3.3192
F -2.3452 2.8702 1.3944
S -1.9556 -0.1786 3.1405
O -3.3607 -0.4737 3.3569
O -1.0358 -0.1881 4.2736
F -1.4254 -1.5011 2.3590
N -1.5750 0.9481 -2.1287
S -2.8395 2.0440 -2.1965
O -3.9119 1.7041 -3.0882
O -2.4987 3.4504 -1.9402
F -3.4182 1.4563 -0.8263
S -1.0824 1.3883 -3.5091
O -0.3698 2.6186 -3.7003
O -1.7579 0.7968 -4.6591
F 0.1712 0.3302 -3.4415
N -5.4765 -0.7358 -1.8247
S -4.2173 -1.8310 -1.5556
O -4.6448 -3.2383 -1.5426
O -3.0345 -1.3451 -0.8800
F -3.6566 -1.6334 -3.0706
S -5.9334 -0.8845 -0.3767
O -5.2507 0.0109 0.5750
O -6.4462 -2.1527 0.1053
F -7.2756 -0.0107 -0.5811
C 2.1478 2.4229 3.5780
O 2.5206 1.1336 3.0940
C 1.8496 0.4602 2.1765
O 1.0193 0.9842 1.3360
O 2.2105 -0.7973 2.1749
C 2.7687 -1.4832 3.3081
H 2.9707 3.1152 3.7562
H 1.4446 2.3479 4.4074
H 1.4412 2.8160 2.8471
H 3.3522 -2.3570 3.0179
H 2.0112 -1.7523 4.0442
H 3.4185 -0.8291 3.8894
C 4.1267 -1.9616 -1.8875
C 2.9256 -2.4652 -2.7611
O 1.7157 -1.8345 -2.3239
C 1.0285 -2.3662 -1.2506
O 0.1121 -1.6980 -0.7017
O 1.5877 -3.4385 -0.6356
C 1.0776 -3.9209 0.5387
H 4.9974 -2.5717 -2.1276
H 3.7958 -2.2332 -0.8851
H 4.3077 -0.8970 -2.0357
H 2.9918 -3.5476 -2.8713
H 3.0708 -2.0523 -3.7593
H 0.3732 -4.7262 0.3298
H 0.6895 -3.1869 1.2449
H 1.9209 -4.4014 1.0347

Calculated values
Multiplicity: 2
Kohn-Sham gap (spin up / spin down) in eV: 7.194 / 3.214
Total charge: -1
Lowest unoccupied orbital energy (spin up / spin down) in eV: -0.18 / -4.16


ORCA calculation (ωB97M-V with the def2-TZVPD basis set) on a single C5H9NO molecule in a non-equilibrium geometry.

CARTESIAN COORDINATES (ANGSTROEM)
C 1.9160 -0.8369 0.3270
C 0.8445 0.2659 0.4418
C -0.3211 0.1142 -0.5808
O -0.3613 -1.1532 -1.2163
C -1.7065 0.2097 0.0806
C -2.1380 1.5693 0.4100
N -2.5275 2.6342 0.6430
H 2.7288 -0.5579 -0.3509
H 2.3773 -1.0304 1.2985
H 1.4729 -1.7757 -0.0178
H 1.3038 1.2534 0.3033
H 0.4363 0.2546 1.4617
H -0.2462 0.8976 -1.3487
H 0.3869 -1.2297 -1.8196
H -1.7331 -0.4039 0.9889
H -2.4327 -0.2113 -0.6205

Calculated values
Multiplicity: 1
Kohn-Sham gap in eV: 11.564
Energy relative to the best compared isomer or geometry (same formula, charge and spin) in eV: 1.2701
Total charge: 0
SMILES: CC[C@@H](O)CC#N
Lowest unoccupied orbital energy in eV: 0.65


ORCA calculation (ωB97M-V with the def2-TZVPD basis set) on a single C5H9N molecule in a non-equilibrium geometry.

CARTESIAN COORDINATES (ANGSTROEM)
C -2.1065 0.6153 -1.0688
C -0.9652 1.2491 -0.8333
C -0.0338 0.6711 0.1590
N -0.6185 -0.3247 1.1679
C 0.3761 -0.7845 0.1946
C 1.9358 -1.0754 0.5252
H -2.4310 -0.3035 -0.5086
H -2.7234 0.9984 -1.8443
H -0.6577 2.2142 -1.3823
H 0.6439 1.4571 0.3909
H -0.1006 -0.1294 2.0176
H -0.0812 -1.3815 -0.5945
H 2.5385 -0.9243 -0.4353
H 2.2695 -0.2320 1.2488
H 1.9542 -2.0499 0.9632

Calculated values
Multiplicity: 1
Kohn-Sham gap in eV: 10.098
Energy relative to the best compared isomer or geometry (same formula, charge and spin) in eV: 2.3961
Total charge: 0
SMILES: C=C[C@H]1N[C@@H]1C
Lowest unoccupied orbital energy in eV: 1.12


ORCA calculation (ωB97M-V with the def2-TZVPD basis set) on 4 unconnected molecules or ions with the total composition C4H15NO5 in a non-equilibrium geometry.

CARTESIAN COORDINATES (ANGSTROEM)
C 0.9697 0.8982 1.0134
C -0.2101 1.8853 1.1737
C -0.7051 2.3745 -0.1343
O -0.0202 2.4708 -1.1936
N 0.6873 -0.4295 1.5614
C 1.2248 -1.4641 0.7667
O 0.4750 -1.5923 -0.5066
H 1.8783 1.3072 1.4375
H 1.1473 0.8313 -0.0678
H -0.9902 1.4246 1.8016
H 0.1776 2.6967 1.8615
H -1.7211 2.8172 -0.0849
H -0.2449 -0.6563 1.8802
H 1.1726 -2.4625 1.2714
H 2.2657 -1.2925 0.4503
H 0.7495 -0.8879 -1.1213
H 1.5184 0.0970 -3.1664
H 0.5780 1.0490 -2.2762
O 0.7474 0.1414 -2.6003
H -1.6025 -0.6487 -0.6899
H -1.4074 -0.7610 -2.1531
O -2.0489 -0.4314 -1.5172
H -0.7696 -2.4390 0.5170
H -2.3310 -2.6382 0.6667
O -1.5407 -2.2899 1.1102

Calculated values
Multiplicity: 2
Kohn-Sham gap (spin up / spin down) in eV: 3.287 / 7.132
Energy relative to the best compared isomer or geometry (same formula, charge and spin) in eV: 0.2141
Total charge: -1
Lowest unoccupied orbital energy (spin up / spin down) in eV: 3.36 / 3.34


ORCA calculation (ωB97M-V with the def2-TZVPD basis set) on a molecular structure, C6H8Cl3CrF3NO9S3 in a non-equilibrium geometry.

CARTESIAN COORDINATES (ANGSTROEM)
Cr 1.5461 1.6604 0.3292
O 4.9351 2.4572 0.8782
Cl 3.9251 2.6339 -0.0815
O 4.3357 3.3076 -1.2409
O 3.2935 1.2923 -0.4502
O 2.7260 3.2927 0.5229
O -0.0020 0.1748 2.9982
C 1.1390 0.5485 3.0209
O 1.8005 1.0490 1.9868
H 1.7747 0.5006 3.9151
S 2.9041 -1.8876 -0.6154
C 1.4755 -1.7659 0.0760
N -0.9150 -3.2887 -2.2725
C -1.7625 -2.6806 0.3325
C -0.9157 -2.4848 1.5072
S 0.8802 -2.8487 1.2719
H -1.3803 -2.6271 -2.9042
H -1.1083 -4.5317 -0.6136
H -2.7542 -4.3811 -1.3259
H -1.1872 -3.1402 2.3361
H -1.0184 -1.4572 1.8550
Cl -1.8753 -3.4052 -1.0067
C -2.8257 -1.9468 -0.8366
Cl 0.3663 -0.3885 -0.3397
H -3.6194 -2.0501 -0.1102
H -2.8695 -1.1742 -1.5966
F -1.9114 1.2816 -1.2401
C -1.8811 2.6121 -1.3124
F -1.9601 2.9779 -2.5839
F -2.9129 3.1042 -0.6421
S -0.3217 3.2656 -0.5862
O -0.2316 2.6835 0.7698
O -0.4089 4.6709 -0.7155
O 0.7594 2.5458 -1.3258

Calculated values
Multiplicity: 2
Kohn-Sham gap (spin up / spin down) in eV: 6.720 / 7.355
Energy relative to the best compared isomer or geometry (same formula, charge and spin) in eV: 16.5200
Total charge: 0
Lowest unoccupied orbital energy (spin up / spin down) in eV: -2.12 / -1.49